(one)
C3H3NO3 as an isolated structure. Source: the Open Molecules 2025 dataset; level of theory: ωB97M-V/def2-TZVPD.

Structure (ORCA input):
```
! RIJCOSX wB97M-V def2-TZVPD def2/J DEFGRID3
* xyz 0 1
C -2.17 -0.63 -0.25
C -0.35 -1.39 -0.55
C -1.93 0.80 -0.32
N 1.89 0.45 0.28
O -1.98 0.24 0.85
O -1.71 1.82 -0.84
O 0.56 -2.06 -0.78
H 2.49 -0.47 0.21
H 2.26 1.16 0.86
H 0.94 0.08 0.53
*
```

The orbital gap is 9.3 eV. For the LUMO energy, the calculation gives -0.61 eV.

(two)
One molecule with the formula C3H3NO3. Source: the Open Molecules 2025 dataset; level of theory: ωB97M-V/def2-TZVPD.

Structure (ORCA input):
```
! RIJCOSX wB97M-V def2-TZVPD def2/J DEFGRID3
* xyz 0 1
N -0.58 1.29 -0.79
C -0.46 0.12 -0.40
O 0.59 -0.77 -0.51
C 1.84 -0.35 -0.12
O 2.10 0.70 0.36
C -1.98 -0.08 1.31
O -1.51 -0.58 0.18
H 0.28 1.65 -1.20
H 2.54 -1.17 -0.33
H -2.81 -0.80 1.51
*
```

The orbital gap is 9.5 eV. For the LUMO energy, the calculation gives 0.17 eV.

(three)
One molecule with the formula C3H3NO3. Source: the Open Molecules 2025 dataset; level of theory: ωB97M-V/def2-TZVPD.

Structure (ORCA input):
```
! RIJCOSX wB97M-V def2-TZVPD def2/J DEFGRID3
* xyz 0 1
C 1.56 -0.11 -0.12
C 0.87 1.02 0.13
C -0.54 0.66 0.02
H -2.43 -1.51 0.65
H 2.67 -0.33 -0.17
H 0.82 2.14 -0.06
N -0.46 -0.68 0.15
O -1.68 -1.25 -0.15
O 0.80 -1.24 -0.21
O -1.62 1.30 -0.24
*
```

The orbital gap is 9.9 eV. Its structure (SMILES) is O=c1ccon1O. For the LUMO energy, the calculation gives 0.29 eV.

Relative energies with respect to the most stable structure, expressed in kcal/mol: (one) 35.2; (two) 0.0; (three) 44.3.